Version i
The molecule C3H2ClFOS. Source: OMol25; level of theory: wB97M-V/def2-TZVPD.

Cartesian coordinates (Å):
H: 0.8578 -2.4984 0.5156
O: 0.0982 -1.8300 0.1481
C: -0.4622 0.3543 -0.1149
F: -2.3242 -1.2917 -0.0433
C: 0.5833 -0.6323 -0.0219
H: -2.6680 0.6075 0.0350
Cl: -0.2322 2.1183 0.0730
C: -1.7756 -0.1489 -0.1091
S: 2.2385 -0.3308 -0.0694

The SMILES is OC(=S)/C(Cl)=C\F. As for the charge: 0. The value obtained for the frontier orbital gap is 8.34 eV.

Mulliken population analysis, charges in e, atoms 1 to 6: 0.383 -0.482 0.006 -0.155 0.413 0.259


Version ii
The molecule C3H2ClFOS. Source: OMol25; level of theory: wB97M-V/def2-TZVPD.

Cartesian coordinates (Å):
C: -0.1921 -0.1508 0.7128
Cl: 2.0851 -0.6344 -0.7379
F: 1.3554 1.5911 0.2468
C: -1.2875 0.6499 -0.0742
H: -1.0470 1.6936 -0.2636
H: 1.7839 0.1802 1.5039
C: 1.2575 0.2749 0.5379
S: -2.6705 -0.0550 -0.5125
O: -0.5402 -1.1466 1.2778

The SMILES is O=C(C=S)[C@H](F)Cl. As for the charge: 0. The value obtained for the frontier orbital gap is 7.77 eV.

Mulliken population analysis, charges in e, atoms 1 to 6: 0.456 -0.132 -0.235 -0.260 0.303 0.255


It is version i that is the least stable of them.


Version i
The molecule C3H4O2S2. Source: OMol25; level of theory: wB97M-V/def2-TZVPD.

Cartesian coordinates (Å):
S: 1.2875 1.1521 -0.0339
C: -2.2409 0.3926 -0.1198
H: -0.2369 0.8273 1.7681
C: 0.2294 0.1626 1.0496
H: -1.9656 1.4043 0.2401
H: 3.0921 0.1872 -1.3216
C: 2.3426 -0.1520 -0.6019
S: -1.0190 -0.8490 0.2160
O: -3.2744 0.1530 -0.6647
H: 0.8683 -0.5436 1.6011
O: 2.2694 -1.2959 -0.2314

The SMILES is O=CSCSC=O. As for the charge: 0. The value obtained for the frontier orbital gap is 10.32 eV.

Mulliken population analysis, charges in e, atoms 1 to 6: -0.018 0.126 0.433 -0.757 0.259 0.331


Version ii
The molecule C3H4O2S2. Source: OMol25; level of theory: wB97M-V/def2-TZVPD.

Cartesian coordinates (Å):
H: 1.5742 0.8753 1.5709
H: -2.7447 -0.2163 -0.1517
H: 1.7741 1.7279 -0.1352
H: 2.4743 -1.0969 0.5580
C: -0.7087 0.1682 -0.0686
C: 0.5833 -0.3450 -0.2186
S: -1.8170 -1.1282 0.2105
S: -0.9119 1.7157 -0.1295
O: 2.9645 -0.1628 0.0034
C: 1.7636 0.5696 0.3514
O: 0.8800 -1.4680 -0.4439

The SMILES is O=C(CO)C(=S)S. As for the charge: 0. The value obtained for the frontier orbital gap is 7.81 eV.

Mulliken population analysis, charges in e, atoms 1 to 6: 0.236 0.151 0.325 0.389 0.208 0.635


Version iii
The molecule C3H4O2S2. Source: OMol25; level of theory: wB97M-V/def2-TZVPD.

Cartesian coordinates (Å):
C: 0.0784 0.5687 0.0124
S: 0.1768 2.1704 -0.0338
H: 1.0032 -1.0296 -0.8930
C: 1.2030 -0.4199 -0.0125
S: -2.6516 0.8196 -0.0366
H: 1.0178 -1.1764 0.8088
H: 2.6378 0.8137 0.4228
H: -3.4731 -0.2154 -0.0808
O: 2.5285 0.0336 -0.1156
O: -1.3101 -1.3899 -0.0078
C: -1.2107 -0.1748 -0.0639

The SMILES is O=C(S)C(=S)CO. As for the charge: 0. The value obtained for the frontier orbital gap is 7.83 eV.

Mulliken population analysis, charges in e, atoms 1 to 6: 0.042 -0.237 0.298 -0.286 -0.202 0.285


It is version ii that is the least stable of them.


Version i
A cluster of 2 separate species, C2H8NO in total. Source: OMol25; level of theory: wB97M-V/def2-TZVPD.

Cartesian coordinates (Å):
H: -2.4667 0.1340 -0.8550
C: 0.9323 -0.4602 1.1344
H: 2.2066 0.9896 -0.5949
O: -1.9541 -0.5359 -0.3320
H: -0.4259 -0.2580 -0.6126
H: -2.7996 -0.7868 0.1115
H: 1.8090 -1.2130 1.1634
H: -0.0499 -0.8002 1.5210
C: 1.1212 1.0295 -0.7458
N: 0.4543 0.0733 -0.1271
H: 1.3626 0.4213 1.5859
H: 0.4951 1.8713 -1.1056

As for the charge: +1. The value obtained for the frontier orbital gap is 10.61 eV.

Mulliken population analysis, charges in e, atoms 1 to 6: 0.336 -0.732 0.372 -0.663 0.404 0.330


Version ii
A cluster of 2 separate species, C2H8NO in total. Source: OMol25; level of theory: wB97M-V/def2-TZVPD.

Cartesian coordinates (Å):
H: 0.7957 0.5438 -3.5558
H: 0.8645 -0.8251 -2.9116
H: -1.7358 0.4076 2.0795
N: 0.6598 0.3606 0.1288
C: -0.8097 -0.1704 1.8973
H: -1.0939 -0.5426 -0.3015
H: -0.0029 0.1504 2.5583
H: 1.3579 0.6789 0.7843
H: 0.9163 0.4496 -0.8581
H: -1.1044 -1.0824 2.4267
C: -0.4951 -0.0704 0.4700
O: 0.6476 0.0999 -2.7181

As for the charge: +1. The value obtained for the frontier orbital gap is 11.50 eV.

Mulliken population analysis, charges in e, atoms 1 to 6: 0.324 0.333 0.301 -0.166 -1.062 0.393


Version iii
A cluster of 2 separate species, C2H8NO in total. Source: OMol25; level of theory: wB97M-V/def2-TZVPD.

Cartesian coordinates (Å):
H: -1.2948 0.9350 1.5660
H: -1.4092 -1.1104 -1.5817
C: -0.4508 -1.0524 -1.0775
C: -1.4057 0.1971 0.7856
H: -2.3437 -0.2888 0.5385
H: -0.2964 -2.0554 -0.6583
H: 2.6169 1.1313 -0.0762
H: 2.1566 1.7151 1.2934
N: -0.4177 -0.1372 0.0580
O: 1.9449 1.1633 0.5693
H: 0.5049 0.2997 0.2871
H: 0.3949 -0.7973 -1.7042

As for the charge: +1. The value obtained for the frontier orbital gap is 12.01 eV.

Mulliken population analysis, charges in e, atoms 1 to 6: 0.254 0.325 -0.742 -0.065 0.281 0.362


It is version i that is the least stable of them.


Version i
A cluster of 7 separate species, H15O7 in total. Source: OMol25; level of theory: wB97M-V/def2-TZVPD.

Cartesian coordinates (Å):
O: 1.0130 -0.3893 -0.5063
O: -0.9120 -2.5303 -1.0653
H: 0.1630 -0.7543 -0.7983
O: -0.7760 -0.5813 1.4437
O: 1.8880 2.4067 -0.7323
H: -1.4420 -0.5663 -2.5643
H: 1.1800 2.9157 -1.1453
H: -1.3490 0.8927 0.9947
O: -1.4570 1.8527 0.7697
H: -1.3140 0.9217 -2.9973
H: -1.0400 -3.2793 -0.4473
H: -1.1400 -2.7483 -1.9113
H: 2.2140 2.9317 -0.0103
H: 2.0590 -1.2103 2.7397
H: 1.2870 0.5747 -0.7773
H: -0.6810 -0.5513 2.3887
H: -2.3990 2.0737 0.8247
O: -1.1230 0.2897 -2.3053
H: 1.2360 -0.6773 0.3727
O: 2.0930 -0.6393 2.0067
H: 2.0160 0.1897 2.4907
H: -1.5170 -1.1223 1.2287

As for the charge: +1. The value obtained for the frontier orbital gap is 10.67 eV.

Mulliken population analysis, charges in e, atoms 1 to 6: -0.214 -0.561 0.460 -0.619 -0.681 0.260


Version ii
A structure of composition H15O7. Source: OMol25; level of theory: wB97M-V/def2-TZVPD.

Cartesian coordinates (Å):
O: 1.4341 -2.9331 -0.4954
H: 1.8005 2.0447 -0.1034
H: -2.8241 -0.3231 0.5816
H: -1.0587 1.1206 -2.7468
H: -0.3053 -0.5961 -1.8358
O: -0.7242 -1.3113 -1.3059
H: 1.3202 -3.8073 -0.8846
O: -1.1405 1.7921 1.7682
H: -1.6683 2.5893 1.6444
H: -1.5810 0.6122 0.6171
H: 2.0816 -2.4804 -1.0413
O: 1.0411 1.6039 0.2947
O: -2.2138 0.1438 -0.0030
H: 2.1080 -1.0074 2.5758
H: 0.3304 1.8466 -2.6852
H: -0.1955 -1.4712 -0.4876
H: 1.5166 1.1088 0.9940
O: 1.3457 -0.5479 2.2144
H: -1.5023 -0.7156 -0.6832
H: -0.2729 1.9088 1.3252
O: -0.1176 1.0042 -2.5925
H: 0.6261 -0.5817 2.8495

As for the charge: +1. The value obtained for the frontier orbital gap is 12.13 eV.

Mulliken population analysis, charges in e, atoms 1 to 6: -0.654 0.308 0.388 0.325 0.472 -0.488


It is version i that is the least stable of them.


Version i
The molecule C5H14N4. Source: OMol25; level of theory: wB97M-V/def2-TZVPD.

Cartesian coordinates (Å):
N: 1.7096 -1.3725 -0.0142
C: -0.6306 -1.5184 0.3368
H: -0.0632 -3.0704 -0.8472
H: 2.2705 -0.9177 -0.7238
C: 0.0571 0.7246 0.3060
N: -1.3405 0.6905 0.0502
H: -1.4965 1.8393 -1.7482
H: -0.3502 0.4089 2.4123
H: 1.3553 0.7992 2.0674
H: -1.1581 0.1283 -2.0221
C: 0.3156 1.0076 1.7894
C: 0.9579 1.6127 -0.5606
H: 0.6322 2.6503 -0.4689
N: 0.4269 -0.7454 -0.0105
H: 0.9037 1.3282 -1.6117
H: 2.1636 -1.2406 0.8896
H: -1.3508 -3.4289 0.2519
C: -1.6887 0.8307 -1.3446
H: 0.1087 2.0565 2.0041
H: -2.7603 0.6481 -1.4597
H: -1.3298 -1.2368 1.1036
N: -0.7339 -2.7535 -0.1634
H: 2.0014 1.5596 -0.2364

As for the charge: 0. The value obtained for the frontier orbital gap is 7.20 eV.

Mulliken population analysis, charges in e, atoms 1 to 6: -0.921 -0.043 0.241 0.258 1.550 -0.736


Version ii
The molecule C5H14N4. Source: OMol25; level of theory: wB97M-V/def2-TZVPD.

Cartesian coordinates (Å):
H: 0.4398 0.2727 1.8839
H: -3.4915 -0.6069 0.0160
H: -1.4713 -1.3088 -1.2599
H: 2.2482 1.0799 -1.4020
C: 0.7272 0.8237 0.0759
C: 0.2618 -2.2264 -0.3917
C: -0.8621 -1.1536 -0.3711
H: -2.4308 0.6548 0.1255
H: 1.0041 2.4541 -1.3597
N: 1.0009 0.7975 1.2707
H: 0.7150 -2.3337 -1.3922
N: 2.4763 2.5657 -0.0080
H: -0.0064 -3.0235 0.2821
N: -2.7847 -0.1013 0.6945
H: 1.2019 -1.9127 0.0599
H: -2.2070 -1.9656 1.3016
C: 1.6250 1.7566 -0.7786
N: -0.2817 0.2132 -0.7479
C: -1.7593 -1.0572 0.9153
H: 2.7566 2.0416 0.8358
H: -1.0485 -0.6492 1.6998
H: -0.0327 0.2744 -1.7421
H: 1.9192 3.4048 0.2922

The SMILES is [H]/N=C(/CN)N[C@@H](C)CN. As for the charge: 0. The value obtained for the frontier orbital gap is 9.86 eV.

Mulliken population analysis, charges in e, atoms 1 to 6: 0.238 0.255 0.391 0.329 0.590 -1.346


It is version i that is the least stable of them.


Version i
A cluster of 2 separate species, C5H14N4 in total. Source: OMol25; level of theory: wB97M-V/def2-TZVPD.

Cartesian coordinates (Å):
C: 2.2050 -0.5606 0.1826
H: -1.6073 0.7009 -1.6746
H: 1.2400 -0.4356 -1.3608
N: -1.1840 -1.3017 0.6918
H: 1.9261 -0.1776 1.1656
H: -0.8121 -1.2786 1.6425
H: -2.1647 -0.9833 -1.5639
C: -1.5861 -0.1561 0.2961
H: -3.2076 0.3441 -1.0164
N: -1.5983 0.9796 1.0789
H: -1.0079 2.4743 -0.1270
H: 2.4471 -2.4356 -0.8661
N: 1.1323 1.7501 -0.6519
N: -1.6990 2.2989 0.6011
C: 1.1351 0.5401 -0.8853
H: 2.7342 -2.5465 0.8698
H: 3.1988 -0.1859 -0.0722
H: -2.6312 2.4675 0.2396
H: -1.1480 0.9223 1.9810
C: -2.1773 -0.0122 -1.0778
H: 1.0780 -2.4005 0.2465
H: 1.6172 2.0690 0.1936
C: 2.1096 -2.0725 0.1068

The SMILES is [H]/N=C(/C)NN.[H]/N=C\CC. As for the charge: 0. The value obtained for the frontier orbital gap is 9.36 eV.

Mulliken population analysis, charges in e, atoms 1 to 6: -0.730 0.312 0.350 -0.725 0.303 0.202


Version ii
A structure of composition C5H14N4. Source: OMol25; level of theory: wB97M-V/def2-TZVPD.

Cartesian coordinates (Å):
H: 0.5836 2.4825 0.8358
N: -0.0463 -0.7395 -1.2930
H: 1.4238 1.3626 1.9496
H: 0.8383 -0.4974 -1.7321
C: 1.5897 -1.5703 0.9006
H: 1.7614 1.3282 0.2174
H: 0.0927 1.5676 -2.8292
C: -0.8523 1.3230 -2.3636
H: -1.9460 1.1533 0.9087
N: -0.7650 -1.9923 0.8577
H: -1.6793 -1.7332 0.4938
H: -0.4316 -1.6133 -1.6432
H: 1.8090 -2.5832 0.5595
H: -1.7227 1.8448 -2.7266
C: 0.1846 -1.2040 0.5120
H: -1.9602 0.1279 -1.0463
N: -0.0874 0.4991 0.7827
H: 2.3249 -0.8817 0.4872
H: -1.5865 -0.0296 1.9864
C: -0.9615 0.4255 -1.3544
C: 0.9719 1.4663 0.9615
N: -1.2228 0.8203 1.5511
H: 1.6815 -1.5566 1.9845

As for the charge: 0. The value obtained for the frontier orbital gap is 8.11 eV.

Mulliken population analysis, charges in e, atoms 1 to 6: 0.278 -0.363 0.328 0.275 -1.362 0.341


Version iii
A structure of composition C5H14N4. Source: OMol25; level of theory: wB97M-V/def2-TZVPD.

Cartesian coordinates (Å):
N: 0.6795 -2.5109 -0.6525
H: 1.2087 -3.2232 -0.1610
H: -0.1921 -1.6543 -2.5487
H: -1.0790 -0.2439 2.9338
H: -1.1190 -0.8579 0.3187
N: -0.1467 -0.6374 -2.4982
H: 1.1700 1.2684 -2.3829
N: 0.4978 -0.2752 -1.2498
H: 0.8506 1.3531 1.2190
H: -1.3081 1.4118 2.4189
C: 0.3736 0.4142 1.5107
H: -2.7432 0.7900 -0.2458
N: 1.4024 0.8065 -1.5085
H: -1.4381 1.9834 -0.7709
H: 0.0086 1.0352 3.5745
C: -0.5430 0.6832 2.6987
H: 2.2319 -1.0920 -0.3229
C: 1.2316 -1.3756 -0.6387
C: -0.7597 0.1179 0.0117
H: 1.2656 1.5042 -0.7811
H: 1.2163 -0.1781 1.8869
C: -1.6972 0.9974 -0.4123
H: -1.1105 -0.3168 -2.3995

As for the charge: 0. The value obtained for the frontier orbital gap is 7.53 eV.

Mulliken population analysis, charges in e, atoms 1 to 6: -0.642 0.259 0.296 0.316 0.182 -0.871


It is version iii that is the least stable of them.